Molecular formula: C4H7NS
Method: DFT, wB97M-V/def2-TZVPD

Values from the calculation:
* ΔE to the lowest compared entry with this formula, charge and spin: 38.7 kcal per mole
* SMILES: CC(=S)N1CC1

ORCA input file:
```
! RIJCOSX wB97M-V def2-TZVPD def2/J DEFGRID3
* xyz 0 1
C 1.34449 0.91490 -0.97008
C 0.09100 1.05413 -0.14492
S -0.34625 2.37520 0.65349
N -0.70022 -0.07736 -0.17689
C -1.39357 -0.66205 0.90552
C -0.30434 -1.42641 0.23932
H 1.04231 0.59755 -1.97008
H 2.04729 0.21600 -0.53305
H 1.81462 1.90622 -1.07357
H -1.29632 -0.15401 1.95863
H -2.39352 -0.97489 0.69364
H 0.63930 -1.52072 0.83545
H -0.54479 -2.24855 -0.41745
*
```

Molecular formula: C14H44NO8
Method: DFT, wB97M-V/def2-TZVPD

ORCA input file:
```
! RIJCOSX wB97M-V def2-TZVPD def2/J DEFGRID3
* xyz -1 1
N 2.18928 -1.55515 -2.06206
H 2.05835 -1.65145 -1.07122
H 3.96564 -0.83938 -2.44332
H 1.29429 -1.13951 -2.32816
H 2.07888 -2.52998 -2.44768
O -0.73546 -0.38150 -3.26191
C -2.01016 -0.83653 -2.76093
C -1.98269 -1.51281 -1.33496
O -1.88546 -0.61142 -0.27675
H -2.28711 -1.57615 -3.53628
H -2.74645 -0.01827 -2.66881
H -1.24162 -2.27251 -1.29486
H -3.02157 -1.87850 -1.25102
C 5.59781 -2.64863 -2.90716
C 5.68885 -1.16936 -3.31653
O 4.89191 -0.47336 -2.42774
H 4.55114 -3.00540 -2.97044
H 5.69700 -2.61650 -1.78871
H 6.28064 -3.28924 -3.49431
H 5.16126 -1.15009 -4.25975
H 6.69838 -0.73744 -3.24735
H -0.41493 0.42812 -2.80248
C -4.06629 3.34927 -0.75469
C -4.33491 2.15075 0.12204
O -4.03090 2.60041 1.42117
H -4.94862 3.94926 -0.88583
H -3.82449 3.12688 -1.81852
H -3.23067 3.88199 -0.30406
H -3.68604 1.35432 -0.24940
H -5.41245 1.85947 0.13041
H -3.70475 1.85030 1.92503
C 0.27966 3.08472 0.54066
C 0.72814 2.17972 -0.54645
O -0.29982 1.61783 -1.31108
H -0.22853 3.92301 0.02702
H 1.15561 3.54370 1.01471
H -0.37588 2.61362 1.21484
H 1.38403 1.39758 -0.12518
H 1.35063 2.69441 -1.20915
H -0.83022 0.98939 -0.74874
C 3.20566 1.99169 2.68108
C 3.77017 0.70825 2.10940
O 3.20552 0.18108 0.89365
H 2.10843 1.78718 2.81403
H 3.23734 2.84891 1.99121
H 3.65511 2.14177 3.68542
H 3.58935 -0.04175 2.87731
H 4.85028 0.84213 1.92931
H 2.23548 -0.08137 0.97827
C -0.02070 -0.65411 3.14743
C -0.00874 -1.72646 2.08367
O 0.27677 -1.07283 0.82953
H -0.88055 0.08036 3.06480
H 0.92465 -0.04592 3.03796
H -0.07089 -1.14745 4.10569
H -0.91410 -2.33032 1.98363
H 0.80360 -2.43129 2.29389
H -0.58219 -0.92967 0.26118
C -3.97962 -2.57941 1.66331
C -4.24840 -1.07645 1.67653
O -3.12178 -0.37407 2.12047
H -3.07305 -2.75858 1.13541
H -4.76875 -3.15325 1.24639
H -3.68890 -3.00093 2.61084
H -5.12260 -0.80390 2.30111
H -4.58484 -0.83659 0.67800
H -2.54979 -0.23861 1.31016
*
```

Molecular formula: C40H47GeNO2P2PdS2Se
Method: DFT, wB97M-V/def2-TZVPD

Values from the calculation:
* ΔE to the lowest compared entry with this formula, charge and spin: 26.4 kcal per mole

ORCA input file:
```
! RIJCOSX wB97M-V def2-TZVPD def2/J DEFGRID3
* xyz 0 1
Pd 0.06443 -0.07624 -0.14070
C -4.53217 -6.35428 1.69600
S -5.83721 -5.13435 1.46057
C -4.85432 -3.67949 1.04036
C -4.05489 -3.08810 2.19417
C -3.44310 -1.73150 1.86428
N -2.30742 -1.69648 0.92250
P -0.48978 -1.87880 1.31203
C -0.20395 -3.58938 0.71625
C -1.23676 -4.52131 0.65342
C -1.02779 -5.78335 0.12180
C 0.21612 -6.13114 -0.38359
C 1.24580 -5.20790 -0.34420
C 1.04361 -3.95035 0.20584
C -0.78405 -1.83588 3.10854
C -0.74439 -2.99954 3.85875
C -1.00791 -2.95684 5.22253
C -1.30810 -1.75481 5.83922
C -1.34294 -0.58580 5.08805
C -1.08161 -0.62612 3.72915
P -2.12589 -0.38593 -0.13254
C -3.63676 0.62235 -0.14300
C -4.75570 0.20201 -0.86302
C -5.91330 0.95917 -0.85343
C -5.96042 2.14703 -0.13247
C -4.85126 2.57417 0.57940
C -3.69136 1.81169 0.57273
C -2.02026 -1.12655 -1.81080
C -2.11724 -2.49512 -2.02475
C -1.74402 -3.03405 -3.24705
C -1.26555 -2.21008 -4.25915
C -1.18563 -0.83784 -4.06033
C -1.56629 -0.30386 -2.84107
H -5.01488 -7.29033 1.96878
H -3.84697 -6.07305 2.49351
H -3.98439 -6.50364 0.76824
H -5.59595 -2.94684 0.71061
H -4.21949 -3.89738 0.17888
H -3.30092 -3.78393 2.56817
H -4.73959 -2.91587 3.02959
H -3.17576 -1.24438 2.80466
H -4.23956 -1.12710 1.42389
H -2.21993 -4.25825 1.00625
H -1.83829 -6.49923 0.09329
H 0.37579 -7.11451 -0.80715
H 2.22014 -5.45915 -0.74209
H 1.85345 -3.24415 0.23315
H -0.49190 -3.94264 3.39229
H -0.96815 -3.86981 5.80150
H -1.50886 -1.72435 6.90187
H -1.56619 0.36011 5.56256
H -1.08585 0.28784 3.14812
H -4.70954 -0.71704 -1.43368
H -6.77960 0.62891 -1.41083
H -6.86441 2.74159 -0.13090
H -4.88764 3.49924 1.13876
H -2.82555 2.13531 1.14018
H -2.44949 -3.13960 -1.22090
H -1.80800 -4.10260 -3.39916
H -0.94908 -2.63749 -5.20081
H -0.82082 -0.19355 -4.84972
H -1.51886 0.76977 -2.67668
O 1.44339 -1.81188 1.84079
C 1.92859 -0.61755 1.99277
O 1.31250 0.34804 2.43172
C 3.30134 -0.43917 1.42751
C 4.38036 -0.14356 2.24505
C 5.64263 0.04050 1.70279
C 5.81285 -0.04505 0.32999
C 4.73097 -0.29948 -0.49682
C 3.45800 -0.50354 0.03446
S 2.10856 -0.84463 -1.05247
H 4.22733 -0.06679 3.31346
H 6.48540 0.25411 2.34591
H 6.79464 0.09908 -0.10190
H 4.86253 -0.34560 -1.57058
C 2.63153 5.13259 -2.22242
Ge 2.28256 3.52493 -3.26431
C 3.75538 2.27066 -3.12755
C 1.89078 3.97413 -5.11476
C 0.68011 2.65523 -2.51005
Se 0.96129 2.19366 -0.63229
C -0.33162 3.41000 0.15647
H 3.52839 5.63032 -2.58854
H 2.78850 4.87633 -1.17433
H 1.79920 5.83237 -2.29407
H 4.70287 2.77172 -3.32202
H 3.63442 1.45724 -3.84176
H 3.78755 1.84239 -2.12509
H 2.75147 4.45164 -5.58054
H 1.04407 4.65685 -5.17550
H 1.65224 3.07358 -5.67938
H 0.46359 1.72901 -3.03944
H -0.19268 3.30660 -2.56449
H -0.01594 4.43984 -0.00205
H -0.34600 3.18282 1.22151
H -1.31051 3.23135 -0.28802
*
```

| no. | orbital gap (hartree) | E_HOMO (eV) |
| --- | --- | --- |
| 1 | 0.333 | -8.49 |
| 2 | 0.315 | -5.42 |
| 3 | 0.242 | -6.99 |